Entry 1:
Computed, not measured: C34H74O10 as an isolated structure in a non-equilibrium geometry, with ωB97M-V/def2-TZVPD.

The value obtained for the LUMO energy is 0.48 eV. Its gap between HOMO and LUMO is 0.31425 Ha. As for the energy above the lowest of the compared OMol25 structures with the same formula, charge and spin: 3697.5 kJ/mol.

XYZ file:
```
118
Properties=species:S:1:pos:R:3:forces:R:3:lowdin_charge:R:1
C -1.0430 -2.6942 -2.1695 0.54 -1.92 0.27 -0.21
C -1.0259 -2.9369 -0.6909 -2.20 -2.49 -4.29 -0.24
C -2.0399 -4.0403 -0.4393 0.68 0.01 -3.13 -0.16
O -1.8396 -4.8266 -1.5927 -0.03 -2.31 0.50 -0.12
C -1.4955 -4.0480 -2.7218 -0.29 -0.19 0.45 -0.16
H -0.0121 -2.4243 -2.3989 -1.59 -0.71 -0.07 0.06
H -1.6918 -1.8699 -2.4656 1.21 -3.13 0.45 0.02
H -1.3569 -2.0703 -0.1186 -2.28 -4.08 -7.24 -0.01
H -0.0642 -3.2949 -0.3233 0.21 0.42 0.10 0.17
H -3.0481 -3.6272 -0.4693 -0.26 -0.12 0.66 0.15
H -1.7677 -4.5153 0.5032 -1.17 -2.09 -1.35 0.13
H -2.4309 -4.0718 -3.2809 0.17 0.70 -0.80 0.12
H -0.7087 -4.5600 -3.2757 -0.07 -0.18 -0.11 0.12
C 0.3693 0.4408 -1.0979 0.16 0.58 2.87 -0.09
C -0.2285 -0.6353 -0.2100 1.42 3.67 -0.88 -0.12
C -0.7614 0.2113 0.9421 -1.73 -1.30 -1.66 -0.16
O -0.0592 1.4179 0.9903 -5.53 -9.97 -8.97 -0.14
C 0.9710 1.3662 -0.0215 -4.82 -2.55 -1.79 -0.26
H -0.4173 1.0122 -1.5907 0.55 -0.90 1.28 0.09
H 1.0112 0.0893 -1.9056 0.01 1.75 2.24 0.07
H 0.5711 -1.3264 0.0569 -0.08 -0.14 0.31 0.16
H -1.0106 -1.1500 -0.7681 1.55 1.74 0.60 0.05
H -0.7397 -0.3559 1.8727 -0.88 0.94 -1.03 0.08
H -1.8048 0.5028 0.8221 0.49 -0.14 -0.66 0.13
H 1.9145 1.0041 0.3867 -6.66 0.46 3.39 -0.01
H 1.1552 2.2931 -0.5647 -0.84 -1.69 2.98 0.03
C 4.2553 1.1225 -1.1274 -0.39 0.60 -0.49 -0.10
C 3.0180 1.2298 -0.2037 8.75 -0.82 -2.76 -0.25
C 3.6979 1.5958 1.1291 -0.02 0.35 -1.00 -0.11
O 4.7985 2.4227 0.6928 -0.07 0.18 2.80 -0.10
C 5.0767 2.3357 -0.6496 -0.55 -1.61 -1.63 -0.22
H 3.9517 1.2420 -2.1674 0.06 0.03 -0.15 0.10
H 4.7171 0.1362 -1.0826 0.37 0.14 0.40 0.12
H 2.4843 0.2815 -0.1402 2.97 -1.44 -1.74 0.14
H 2.3383 2.0381 -0.4736 3.49 0.06 -0.94 0.08
H 3.9833 0.7079 1.6932 0.73 -0.16 -0.22 0.11
H 3.0121 2.1249 1.7908 0.40 0.53 -0.23 0.11
H 6.1308 2.1876 -0.8840 0.20 0.23 0.43 0.12
H 4.7199 3.2195 -1.1785 0.04 0.30 -0.06 0.12
C 1.3371 -0.4310 2.6559 1.21 1.24 0.50 -0.16
C 2.3108 -1.6127 2.7615 0.26 1.07 -1.10 -0.14
C 2.1340 -2.1011 4.1569 0.21 -0.44 0.96 -0.19
O 1.0562 -1.3530 4.7404 0.51 -1.41 0.58 -0.12
C 1.0811 -0.0748 4.1429 0.68 -1.97 -0.07 -0.18
H 0.4094 -0.6372 2.1220 2.21 -0.06 0.96 0.04
H 1.7461 0.4487 2.1589 0.42 -0.29 0.06 0.10
H 3.2962 -1.1716 2.6111 0.22 -0.48 -0.08 0.10
H 2.1518 -2.4387 2.0682 -0.03 0.32 -0.37 0.12
H 3.0823 -1.9846 4.6816 -0.06 0.38 0.57 0.12
H 1.9743 -3.1793 4.1548 -0.72 0.09 0.37 0.12
H 1.8921 0.4360 4.6621 0.38 0.77 -0.51 0.15
H 0.1519 0.4403 4.3865 1.40 -1.78 -0.57 0.04
C -2.1758 1.9372 4.9012 -0.33 0.44 -0.04 -0.12
C -0.7806 2.1054 4.3379 -0.33 0.83 0.98 -0.13
C -0.8874 1.6668 2.8822 -0.64 1.80 3.84 -0.18
O -2.2142 1.1312 2.7412 0.10 3.54 1.66 -0.17
C -2.7849 0.8508 4.0348 0.03 1.81 1.90 -0.20
H -2.6559 2.9040 4.7500 -0.64 -0.21 0.17 0.12
H -2.2573 1.6270 5.9430 0.29 0.33 0.15 0.12
H -0.1549 1.4531 4.9471 -0.24 1.61 0.17 0.08
H -0.3994 3.1235 4.4165 -0.03 0.04 0.15 0.13
H -0.0622 0.9741 2.7169 -1.38 0.40 1.00 0.09
H -0.6904 2.4493 2.1495 -1.67 0.57 1.76 0.14
H -2.5257 -0.1474 4.3878 -0.53 1.67 0.49 0.07
H -3.8572 0.8684 4.2299 -0.39 0.49 -1.50 0.14
C -2.3673 0.8634 -3.0459 -0.27 1.12 -0.18 -0.13
C -2.5199 -0.4096 -2.3139 -2.36 1.53 2.84 -0.23
C -3.3848 -0.0066 -1.0850 0.26 0.29 -0.64 -0.10
O -3.4029 1.4268 -1.0023 -0.06 -0.34 -0.23 -0.09
C -2.4369 1.9154 -1.9200 -1.18 0.47 -0.10 -0.16
H -3.1883 0.9083 -3.7615 0.05 0.71 -0.05 0.15
H -1.3972 0.8584 -3.5430 -2.46 -0.20 -0.34 0.08
H -1.5824 -0.7260 -1.8566 -1.08 1.41 -1.05 0.06
H -3.0441 -1.2328 -2.7994 0.11 0.33 -0.37 0.15
H -2.8296 -0.4063 -0.2365 -1.18 -0.26 0.31 0.10
H -4.4162 -0.3315 -1.2224 0.09 -0.23 0.59 0.14
H -1.5386 2.0960 -1.3296 0.19 -0.02 -0.42 0.10
H -2.7539 2.8942 -2.2800 -0.22 0.08 -0.05 0.13
C -0.8091 -2.3924 2.7843 0.30 -0.39 -0.21 -0.07
C -1.6702 -1.4069 3.5853 0.32 -1.14 -1.34 -0.13
C -2.7678 -1.0457 2.5512 -0.98 -2.72 -1.27 -0.16
O -2.7542 -2.1538 1.6243 -2.09 -0.36 -0.36 -0.06
C -1.4456 -2.5250 1.3984 0.22 0.71 6.60 -0.30
H -0.8259 -3.3695 3.2672 0.45 0.00 0.04 0.13
H 0.1868 -1.9926 2.5935 -0.70 -1.57 0.92 0.06
H -1.1332 -0.5241 3.9324 0.32 -1.11 -0.50 0.08
H -2.1250 -1.8697 4.4611 0.19 -0.20 0.05 0.14
H -2.5793 -0.0965 2.0496 -0.79 -2.37 -0.11 0.05
H -3.7912 -1.0016 2.9238 0.05 -0.32 0.21 0.14
H -1.0778 -1.8939 0.5893 2.24 1.12 8.87 0.00
H -1.3689 -3.5426 1.0152 0.46 2.18 2.52 0.07
O 0.9827 2.9873 1.3354 5.04 8.89 2.55 -0.02
H 0.5545 2.1324 1.2903 2.21 3.17 3.86 -0.30
H 1.1553 3.1203 2.2675 0.28 0.78 0.27 0.07
C 1.8199 2.7436 -4.2820 1.04 0.40 -0.98 -0.01
C 1.2774 2.1047 -3.0268 2.54 2.06 1.44 -0.37
C 1.0002 3.2083 -2.0093 -0.33 2.00 -1.26 -0.02
O 0.1547 1.3246 -3.2511 -2.56 6.91 6.07 -0.07
H 1.9393 2.0697 -5.1304 -0.71 -0.01 0.13 0.09
H 2.8502 3.0921 -4.2100 0.13 0.11 0.87 0.09
H 1.2697 3.6491 -4.5377 -0.33 -0.17 -0.21 0.09
H 2.0012 1.4515 -2.5395 0.13 -0.02 -0.61 0.12
H 0.5453 4.1014 -2.4377 -0.44 -0.11 -0.49 0.11
H 1.9554 3.6324 -1.6997 0.20 -0.20 0.30 0.12
H 0.4399 2.9282 -1.1173 -0.96 1.55 -1.73 0.07
H -0.5533 1.9668 -3.3405 -0.18 0.38 -0.07 0.13
C 1.3162 -1.3504 -3.1979 0.56 -0.84 -1.60 -0.04
C 0.6012 -0.9797 -4.4942 -0.87 0.22 -1.04 -0.39
C -0.8971 -1.2457 -4.4080 0.02 -0.99 -0.47 -0.04
O 0.7920 0.3605 -4.8717 3.07 -4.62 -6.25 -0.06
H 2.3535 -1.0636 -3.3705 0.21 0.11 0.57 0.11
H 1.2249 -2.4325 -3.1029 1.07 0.02 -0.28 0.09
H 0.8382 -0.9253 -2.3154 0.69 -1.87 -1.60 0.03
H 1.0109 -1.5868 -5.3015 0.15 -0.19 0.01 0.14
H -1.3422 -0.6763 -3.5921 1.13 -1.03 -1.67 0.02
H -1.0770 -2.2958 -4.1777 0.06 0.21 -0.60 0.07
H -1.4549 -1.0575 -5.3254 0.33 0.45 -0.22 0.11
H 0.4577 0.8868 -4.1417 0.16 -1.46 -3.29 -0.26
```
Forces are in eV/Å.

***

Entry 2:
Computed, not measured: C10H31BrCaClFKLiN4O11P2Si2 as an isolated structure in a non-equilibrium geometry, with ωB97M-V/def2-TZVPD.

The value obtained for the LUMO energy is -4.12 eV. Its gap between HOMO and LUMO is 0.05829 Ha.

XYZ file:
```
66
Properties=species:S:1:pos:R:3:forces:R:3:lowdin_charge:R:1
N 0.9278 -4.6589 2.3313 -0.05 0.10 0.60 0.13
C -0.4332 -4.3032 2.3023 -0.15 -0.30 0.24 -0.54
O -1.2257 -4.5525 3.1902 0.15 -0.14 -0.18 0.07
C -0.9078 -3.5602 1.1034 0.06 1.48 -0.24 -0.19
C -0.0144 -2.4771 0.5922 -0.63 -0.23 1.64 -0.42
Si -0.7783 -0.7620 0.6562 0.24 -0.12 -1.54 0.28
O -1.5789 -0.5855 2.1257 -0.04 0.13 -0.40 -0.46
Si -3.2119 -0.6951 2.1752 1.02 0.07 0.40 0.27
P 0.9305 0.7679 0.6086 0.46 0.08 -0.83 0.66
P 2.5010 0.1858 1.9780 0.69 -0.96 -0.88 0.21
O 3.5794 -0.5773 1.3518 -0.26 0.43 0.28 -0.32
O 3.1419 1.5810 2.6260 -1.04 0.79 0.59 -0.30
O 1.9161 -0.5250 3.2801 -0.28 0.29 0.31 -0.15
H 1.0139 -5.4221 2.9943 0.08 -0.02 0.00 0.10
H 1.4845 -3.8889 2.6905 0.16 0.04 -0.25 0.09
H -1.8763 -3.1262 1.3820 -0.31 -0.30 -0.41 0.07
H -1.1168 -4.3594 0.3382 0.27 -1.05 0.03 0.13
H 0.8621 -2.4347 1.2347 0.24 -0.07 -0.23 0.00
H 0.4291 -2.7313 -0.5669 0.16 0.52 0.76 -0.04
H -1.7220 -0.5413 -0.5796 1.09 0.27 1.27 -0.22
H -3.6483 -0.2180 3.5199 -0.07 -0.08 0.04 -0.07
H -3.5635 -2.1153 2.0435 0.67 0.38 -0.18 -0.12
H -3.9316 0.1028 1.1570 0.03 0.08 0.14 -0.23
H 0.4447 1.9643 1.1873 -0.15 -0.21 0.47 -0.14
H 2.4790 1.8467 3.2878 0.17 -0.40 0.40 0.06
H 0.9543 -0.6260 3.2533 -0.03 -0.04 0.08 0.06
K -5.5600 -2.5741 2.4453 -2.11 -1.48 -0.02 0.51
F -0.5213 -5.9179 0.4331 -0.47 0.32 -0.28 -0.47
Li 3.3617 3.4339 2.1606 0.98 -0.53 -1.35 0.81
C 2.7791 7.8525 -2.7077 0.04 0.10 -0.06 -0.03
O 1.6171 7.0298 -2.8455 0.01 0.04 -0.05 0.02
C 1.5743 5.9832 -2.0323 -0.04 -0.06 0.03 -0.63
O 2.4120 5.6881 -1.2132 0.09 0.02 0.11 0.10
O 0.4524 5.3128 -2.2639 -0.03 -0.01 0.02 0.02
C 0.2804 4.1508 -1.4489 -0.13 -0.21 -0.01 -0.05
H 2.6643 8.6526 -3.4312 -0.06 -0.02 -0.03 0.10
H 2.8374 8.2693 -1.7045 0.02 -0.05 0.04 0.10
H 3.6796 7.2835 -2.9286 0.01 -0.04 0.05 0.10
H 0.2435 4.4267 -0.3954 0.07 0.02 0.01 0.08
H 1.0800 3.4338 -1.6244 0.06 0.03 0.06 0.09
H -0.6678 3.7083 -1.7378 -0.02 0.07 -0.09 0.10
C 5.6134 0.8599 -0.7776 -0.06 0.06 0.13 0.01
C 5.3915 2.3349 -0.5898 0.01 -0.05 -0.11 -0.52
O 4.6990 2.7825 0.3323 -0.47 0.36 0.72 -0.06
N 5.9656 3.1818 -1.4606 0.02 -0.01 0.05 0.02
C 6.8051 2.8563 -2.6003 -0.06 0.20 0.05 -0.06
H 5.0814 0.3224 -0.0011 -0.06 -0.03 0.03 0.05
H 5.2344 0.5358 -1.7473 0.06 -0.01 -0.02 0.10
H 6.6759 0.6222 -0.7124 0.01 0.00 -0.08 0.10
H 5.7697 4.1541 -1.2778 -0.03 0.01 -0.04 0.14
H 7.7856 3.3197 -2.4892 0.03 -0.06 -0.01 0.09
H 6.3510 3.2277 -3.5189 0.00 -0.06 -0.03 0.09
H 6.9326 1.7835 -2.6828 -0.01 -0.02 0.00 0.08
Cl 2.0597 -2.4890 -0.8304 0.55 -0.14 -1.03 0.22
Ca -5.7841 1.2712 2.2278 -0.41 0.34 -0.18 0.79
C -7.5719 -4.5746 -1.2782 0.02 -0.10 -0.17 -0.67
O -7.6179 -4.1049 -0.1529 0.33 0.25 0.12 0.00
N -8.6668 -5.1615 -1.8495 0.01 0.06 0.00 0.15
N -6.4425 -4.5567 -2.0491 -0.11 0.02 0.14 0.16
H -8.6658 -5.5609 -2.7676 0.03 -0.02 0.00 0.09
H -9.5048 -5.1923 -1.2991 0.01 -0.02 0.04 0.11
H -5.6208 -4.1303 -1.6636 0.02 0.05 -0.04 0.10
H -6.3981 -4.9434 -2.9717 -0.01 -0.01 -0.01 0.09
Br -3.5998 -0.6255 -1.3388 -1.09 -0.10 -0.20 -0.25
O -8.7783 -5.2973 2.7091 0.28 0.18 0.05 -0.42
H -8.6024 -5.6377 1.8211 0.02 0.14 0.07 -0.15
```
Forces are in eV/Å.